Formula: C15H33AsHgN4S5Sb
Source: the OMol25 dataset
Level of theory: wB97M-V/def2-TZVPD

Properties
2S+1: 2
Relative energy (zero: lowest compared OMol25 entry of this formula, charge and spin): 148.4 kJ/mol
Charge: -2
<S²>: 0.7574
M: 827.1 g mol⁻¹
HOMO-LUMO gap (alpha / beta): 2.3 / 2.5 eV

Atoms and positions in Å:
H: -0.663 -17.075 -5.366
C: 4.001 -17.536 2.202
H: 0.250 -15.090 -1.708
H: -0.014 -17.580 6.295
H: 0.028 -25.150 -1.206
H: -0.795 -15.021 -3.773
C: 0.277 -15.639 -0.759
H: -2.145 -15.095 -4.921
H: 3.640 -17.193 1.218
C: -0.188 -24.713 -0.232
C: 2.059 -17.825 3.699
H: 2.230 -18.036 -4.466
Sb: 0.088 -17.886 -2.924
H: -2.292 -15.602 -3.220
H: 4.971 -17.053 2.399
H: 3.660 -15.118 2.983
C: -1.544 -22.204 2.021
H: -2.455 -21.770 1.530
S: -1.235 -23.141 -7.466
N: 1.645 -17.540 4.997
As: -1.727 -21.690 -5.870
H: 2.563 -15.248 4.378
H: 2.050 -16.752 6.792
H: -1.766 -22.350 3.099
H: 0.365 -17.744 -0.190
H: 3.537 -17.321 5.888
S: -1.460 -22.218 -3.670
H: 2.369 -18.531 6.672
H: 3.334 -15.678 -3.962
S: 1.213 -18.794 2.639
C: -1.232 -17.060 -4.437
S: -3.914 -21.531 -6.458
C: -0.946 -23.342 1.284
N: -0.771 -23.520 -0.031
H: -1.312 -17.153 -0.574
S: -0.548 -19.778 -5.784
N: -0.485 -24.509 1.972
C: 2.120 -17.424 -3.508
H: 4.272 -15.931 4.505
C: 2.489 -17.540 6.166
H: 1.806 -15.208 -3.205
H: -0.427 -17.545 4.588
H: -0.400 -24.671 2.960
C: -0.222 -17.063 -0.836
H: -0.396 -15.048 -0.129
H: 1.871 -15.755 -4.932
C: 0.299 -17.929 5.317
C: 3.393 -15.747 3.844
Hg: -0.517 -20.334 -2.399
N: 3.099 -17.032 3.251
H: 2.830 -17.762 -2.758
H: 0.143 -19.080 5.358
H: 1.300 -15.586 -0.357
C: 0.053 -25.339 0.998
H: 4.012 -18.669 2.231
C: -1.649 -15.645 -4.104
C: 2.287 -15.965 -3.926
H: -2.027 -17.754 -4.394
H: -0.782 -21.371 1.977
H: 0.651 -26.194 1.308

Let us look at the natural (NBO) charges, expressed in e, one per atom: atom 1 (H): 0.249, atom 2 (C): -0.411, atom 3 (H): 0.190, atom 4 (H): 0.188, atom 5 (H): 0.223, atom 6 (H): 0.177, atom 7 (C): -0.633, atom 8 (H): 0.200, atom 9 (H): 0.213, atom 10 (C): -0.069, atom 11 (C): 0.282, atom 12 (H): 0.261, atom 13 (Sb): 0.943, atom 14 (H): 0.194, atom 15 (H): 0.186, atom 16 (H): 0.207, atom 17 (C): -0.676, atom 18 (H): 0.249, atom 19 (S): -0.830, atom 20 (N): -0.479, atom 21 (As): 0.950, atom 22 (H): 0.226, atom 23 (H): 0.197, atom 24 (H): 0.203, atom 25 (H): 0.237, atom 26 (H): 0.209, atom 27 (S): -0.878, atom 28 (H): 0.190, atom 29 (H): 0.193, atom 30 (S): -0.184, atom 31 (C): -0.696, atom 32 (S): -0.877, atom 33 (C): 0.333, atom 34 (N): -0.415, atom 35 (H): 0.224, atom 36 (S): -0.966, atom 37 (N): -0.553, atom 38 (C): -0.762, atom 39 (H): 0.177, atom 40 (C): -0.400, atom 41 (H): 0.185, atom 42 (H): 0.230, atom 43 (H): 0.398, atom 44 (C): -0.748, atom 45 (H): 0.192, atom 46 (H): 0.215, atom 47 (C): -0.417, atom 48 (C): -0.412, atom 49 (Hg): 0.578, atom 50 (N): -0.451, atom 51 (H): 0.220, atom 52 (H): 0.199, atom 53 (H): 0.196, atom 54 (C): -0.147, atom 55 (H): 0.241, atom 56 (C): -0.627, atom 57 (C): -0.627, atom 58 (H): 0.261, atom 59 (H): 0.246, atom 60 (H): 0.194